Record 1
# C24H23BBaN4O5S3Te

A molecular structure, C24H23BBaN4O5S3Te in a non-equilibrium geometry (ωB97M-V/def2-TZVPD, OMol25).

CARTESIAN COORDINATES (ANGSTROEM)
1 Ba -0.0097 -2.6387 0.8388
2 N 3.3723 -7.4805 -0.3058
3 C 2.6391 -6.6369 0.5375
4 C 1.3126 -6.9293 0.8576
5 C 0.5686 -6.0727 1.6416
6 C 1.1637 -4.9127 2.1451
7 C 2.5001 -4.6264 1.8598
8 C 3.2295 -5.4861 1.0658
9 S 0.2273 -3.9843 3.3229
10 O 0.5394 -4.4956 4.6388
11 O -1.1634 -4.1323 2.9100
12 N 0.7354 -2.5019 3.0820
13 C -0.0271 -1.4707 3.6876
14 S -0.9668 -1.6661 5.1551
15 C -1.4677 -0.0376 5.0252
16 C -0.9109 0.5325 3.9354
17 N -0.0819 -0.2705 3.1784
18 H 2.7544 -8.0204 -0.8952
19 H 3.9546 -6.9340 -0.9273
20 H 0.8469 -7.8124 0.4354
21 H -0.4701 -6.2776 1.8702
22 H 2.9492 -3.7258 2.2633
23 H 4.2546 -5.2482 0.8059
24 H -2.1646 0.4004 5.7231
25 H -1.0831 1.5507 3.6092
26 O 2.3888 -5.5389 -2.4150
27 C 1.6888 -4.7745 -1.7690
28 N 1.0272 -4.0458 -1.1013
29 C 1.8891 5.8574 -3.3204
30 C 1.0230 6.1322 -2.0912
31 C -0.1828 6.9644 -2.5469
32 C 1.8485 6.9580 -1.0952
33 C 0.5495 4.8386 -1.4154
34 C -0.2551 4.9093 -0.2778
35 C -0.7151 3.7598 0.3823
36 C -0.3469 2.5376 -0.1291
37 O -0.6487 1.2927 0.3190
38 B -0.0110 0.3022 -0.5675
39 O 0.6734 1.1491 -1.5599
40 C 0.4471 2.4506 -1.2531
41 C 0.9053 3.5716 -1.9106
42 H 2.1865 6.8076 -3.7743
43 H 1.3482 5.2772 -4.0725
44 H 2.7978 5.3074 -3.0610
45 H 0.1502 7.8944 -3.0252
46 H -0.8257 7.2246 -1.7025
47 H -0.7876 6.4025 -3.2648
48 H 2.2477 7.8584 -1.5781
49 H 2.6866 6.3706 -0.7090
50 H 1.2404 7.2699 -0.2416
51 H -0.5395 5.8797 0.1184
52 H -1.3424 3.8279 1.2644
53 H 1.5273 3.4494 -2.7883
54 Te -3.3363 -2.8086 1.1410
55 C -4.3963 -1.8659 -0.4322
56 C -3.9265 -1.0746 -1.4516
57 C -4.9487 -0.6074 -2.3386
58 C -6.1920 -1.0466 -1.9902
59 S -6.1002 -2.0189 -0.5826
60 H -2.8803 -0.8212 -1.5488
61 H -4.7572 0.0288 -3.1951
62 H -7.1357 -0.8426 -2.4769

## Properties
Energy above the lowest of the compared OMol25 structures with the same formula, charge and spin: 1.876 eV
E_tot: -3036.6789 a.u.
Total charge: -2
HOMO: -1.3 eV
HOMO-LUMO gap: 0.1868 hartree
LUMO level: 3.83 eV
2S+1: 1

These are the Löwdin partial charges, in e, on atoms 1 to 4:
1. Ba 1.529
2. N 0.089
3. C -0.332
4. C -0.025



Record 2
# H5NO3Si

2 unconnected molecules or ions with the total composition H5NO3Si in a non-equilibrium geometry (ωB97M-V/def2-TZVPD, OMol25).

CARTESIAN COORDINATES (ANGSTROEM)
1 N 1.5082 -0.3813 1.0820
2 Si 0.8361 0.0956 -0.4494
3 O -0.4698 0.7742 -0.7374
4 O 1.9889 -0.3804 -1.5067
5 H 1.1430 -0.0233 1.9478
6 H 2.0076 -1.2732 1.2780
7 H 1.8947 -0.4057 -2.5239
8 O -3.3188 0.2926 0.3131
9 H -2.9125 0.8698 0.9207
10 H -2.6773 0.4318 -0.3241

## Properties
Energy above the lowest of the compared OMol25 structures with the same formula, charge and spin: 2.669 eV
E_tot: -573.0577 a.u.
Total charge: 0
HOMO: -10.7 eV
Structure (SMILES): N[Si](=O)O.O
HOMO-LUMO gap: 0.3878 hartree
LUMO level: -0.17 eV
2S+1: 1

These are the Löwdin partial charges, in e, on atoms 1 to 4:
1. N -0.044
2. Si 0.343
3. O -0.294
4. O -0.154



Record 3
# C14H19BrMg

A molecular structure, C14H19BrMg in a non-equilibrium geometry (ωB97M-V/def2-TZVPD, OMol25).

CARTESIAN COORDINATES (ANGSTROEM)
1 C -2.1067 -0.5466 -0.9343
2 C -2.7273 -0.9807 0.2740
3 C -2.6787 0.0999 1.2118
4 H -3.2368 -1.9391 0.4288
5 C -2.0153 1.1904 0.5871
6 C -1.6439 0.8057 -0.7388
7 H -1.2866 1.4999 -1.5181
8 H -2.0451 -1.1451 -1.8463
9 H -3.1117 0.1045 2.2202
10 H -1.7913 2.1460 1.0696
11 Mg 0.3990 -0.0175 -1.4064
12 Br 2.6973 0.3352 -0.3642
13 C 1.5524 0.7209 -3.0444
14 C 0.4194 1.5053 -3.3864
15 C -0.5699 0.6344 -3.8964
16 H 0.4183 2.5930 -3.4341
17 C -0.1110 -0.7030 -3.7540
18 C 1.2166 -0.6637 -3.2480
19 H 1.8673 -1.5218 -3.0635
20 H 2.5266 1.1284 -2.7773
21 H -1.4622 0.9469 -4.4406
22 H -0.6173 -1.5815 -4.1557
23 C 0.3955 0.8874 2.8533
24 C 1.3160 -0.2730 2.4727
25 C 2.0132 -0.8878 3.6795
26 C 0.6470 -1.3247 1.7116
27 H -0.5519 0.5372 3.2814
28 H 0.1669 1.4866 1.9653
29 H 0.8813 1.5378 3.5950
30 H 2.0801 0.1021 1.7429
31 H 1.2747 -1.3971 4.3209
32 H 2.7408 -1.6309 3.3212
33 H 2.5297 -0.1156 4.2732
34 H 1.2312 -2.0355 1.1287
35 H -0.4174 -1.4980 1.8714

## Properties
E_tot: -3318.8675 a.u.
Total charge: -2
HOMO (alpha / beta): 2.1 / 2.1 eV
HOMO-LUMO gap (alpha / beta): 0.1065 / 0.1065 hartree
LUMO level (alpha / beta): 5.02 / 5.02 eV
2S+1: 1

These are the Löwdin partial charges, in e, on atoms 1 to 4:
1. C -0.224
2. C -0.179
3. C -0.185
4. H 0.064



Record 4
# C12H38B2N2Na

A molecular structure, C12H38B2N2Na in a non-equilibrium geometry (ωB97M-V/def2-TZVPD, OMol25).

CARTESIAN COORDINATES (ANGSTROEM)
1 Na -0.2512 0.4748 1.0321
2 B 1.0115 2.6583 2.2131
3 H 1.0368 1.5220 2.3989
4 H 0.1269 3.2276 2.7079
5 H 1.9709 3.1131 2.6996
6 H 0.9753 2.8607 1.0565
7 B -1.5728 0.1284 3.2652
8 H -2.6135 -0.0139 2.7456
9 H -1.1548 1.1335 2.9292
10 H -1.6576 0.0640 4.4225
11 H -0.8540 -0.6761 2.8683
12 C 3.6490 -2.2134 -1.1583
13 C 2.2371 -1.6391 -1.1289
14 N 1.7946 -0.9197 0.0654
15 C 1.5259 -1.7457 1.2248
16 C 0.3877 -2.7477 0.9940
17 C 2.8066 0.0896 0.4674
18 C 2.9655 1.1511 -0.6446
19 H 3.8253 -2.8280 -2.0369
20 H 3.9087 -2.7642 -0.2499
21 H 4.3642 -1.3877 -1.1080
22 H 2.0657 -0.9972 -1.9966
23 H 1.4830 -2.4141 -1.3045
24 H 1.2850 -1.2262 2.1562
25 H 2.4319 -2.3116 1.5140
26 H -0.0989 -3.0101 1.9324
27 H 0.7654 -3.6367 0.4911
28 H -0.3866 -2.2198 0.4325
29 H 2.4550 0.5920 1.3684
30 H 3.7803 -0.3513 0.7129
31 H 2.0034 1.4937 -1.0199
32 H 3.5206 2.0104 -0.2706
33 H 3.5318 0.7334 -1.4809
34 C -1.5613 0.0375 -3.4408
35 C -0.9933 0.0080 -2.0208
36 N -1.7640 0.5251 -0.8918
37 C -3.1297 -0.0146 -0.7830
38 C -3.1128 -1.4542 -0.3155
39 C -1.9404 1.9997 -1.0679
40 C -2.2034 2.7364 0.2527
41 H -2.4080 -0.6507 -3.5143
42 H -0.7559 -0.4131 -4.0273
43 H -1.8639 0.9788 -3.8948
44 H -0.7219 -1.0328 -1.8148
45 H -0.0021 0.4705 -2.0112
46 H -3.6577 0.5799 -0.0371
47 H -3.7169 0.1873 -1.6934
48 H -2.5908 -2.2152 -0.8989
49 H -2.5891 -1.4680 0.6453
50 H -4.1389 -1.7831 -0.1310
51 H -2.5906 2.2443 -1.9240
52 H -0.9891 2.3331 -1.5055
53 H -1.1996 2.7893 0.6803
54 H -2.8345 2.2345 0.9825
55 H -2.5549 3.7569 0.1121

## Properties
Energy above the lowest of the compared OMol25 structures with the same formula, charge and spin: 0.458 eV
E_tot: -801.4570 a.u.
Total charge: -1
HOMO: -4.7 eV
HOMO-LUMO gap: 0.2531 hartree
LUMO level: 2.17 eV
2S+1: 1

These are the Löwdin partial charges, in e, on atoms 1 to 4:
1. Na 0.192
2. B -0.425
3. H -0.068
4. H -0.044



Record 5
# C6H13ClO2SSi

2 unconnected molecules or ions with the total composition C6H13ClO2SSi in a non-equilibrium geometry (ωB97M-V/def2-TZVPD, OMol25).

CARTESIAN COORDINATES (ANGSTROEM)
1 C 2.3651 1.1751 0.2071
2 C -2.1455 2.4676 2.1079
3 C 1.2368 0.5380 0.5138
4 C 1.2545 -1.0462 -2.2795
5 C -1.2827 0.2325 -1.3845
6 C -0.2710 -2.2585 0.0917
7 O -0.8773 -0.0984 1.9326
8 O -0.9673 2.6685 2.3248
9 Si 0.2566 -0.6035 -0.6564
10 S 0.4458 0.5096 2.1329
11 Cl 1.8879 -0.9474 2.7438
12 H 2.7138 1.0793 -0.7987
13 H 3.0613 1.7403 0.8504
14 H -2.5023 1.4827 1.8860
15 H -3.0031 3.1669 2.1311
16 H 1.3385 -0.3349 -3.1141
17 H 2.1734 -1.5141 -2.0408
18 H 0.5216 -1.7148 -2.6805
19 H -2.0162 -0.0774 -0.6208
20 H -1.3605 1.2955 -1.5250
21 H -1.5142 -0.3536 -2.3651
22 H 0.5747 -2.7842 0.4727
23 H -1.1066 -2.0017 0.8573
24 H -0.7833 -2.6214 -0.7867

## Properties
Energy above the lowest of the compared OMol25 structures with the same formula, charge and spin: 1.104 eV
E_tot: -1534.5621 a.u.
Total charge: 0
HOMO (alpha / beta): -6.0 / -9.7 eV
HOMO-LUMO gap (alpha / beta): 0.2327 / 0.2353 hartree
LUMO level (alpha / beta): 0.35 / -3.27 eV
2S+1: 3

These are the Löwdin partial charges, in e, on atoms 1 to 4:
1. C -0.058
2. C -0.099
3. C -0.580
4. C -0.167



Record 6
# C50H26BrF4N8PRh

A molecular structure, C50H26BrF4N8PRh in a non-equilibrium geometry (ωB97M-V/def2-TZVPD, OMol25).

CARTESIAN COORDINATES (ANGSTROEM)
1 Rh 0.5278 -1.0142 -0.8315
2 C 1.6399 3.9823 3.6872
3 C 2.6566 4.4887 2.7013
4 C 3.0390 3.5699 0.7168
5 C 2.3222 2.2101 0.8249
6 C 2.5274 0.8145 0.3915
7 N 3.4987 0.5049 -0.4366
8 C 3.4271 -0.3493 -1.4020
9 C 4.4967 -0.7042 -2.3086
10 C 5.8647 -0.5027 -2.2698
11 C 6.6002 -0.9216 -3.3693
12 C 5.9891 -1.5238 -4.4655
13 C 4.6205 -1.7462 -4.4997
14 C 3.8778 -1.3331 -3.4055
15 C 2.4627 -1.3880 -3.0978
16 N 1.5628 -1.8481 -3.9186
17 C 0.2908 -1.9998 -3.6497
18 N -0.3229 -1.8416 -2.4320
19 C -1.6483 -2.1725 -2.5774
20 N -2.5574 -2.1991 -1.6284
21 C -2.2971 -1.9283 -0.3723
22 N -1.1089 -1.5703 0.1299
23 C -1.2251 -1.3075 1.5309
24 N -0.8243 0.0748 1.8700
25 C 1.4205 0.2820 2.4182
26 N 1.8657 -0.0853 1.1786
27 C 1.5079 1.7748 2.7070
28 C 1.1487 2.7407 3.7767
29 C -2.6575 -1.5749 1.8634
30 C -3.3650 -1.4076 3.0310
31 C -4.7300 -1.6614 3.0020
32 C -5.3657 -2.0643 1.8351
33 C -4.6625 -2.2018 0.6479
34 C -3.3024 -1.9442 0.6774
35 C -1.9108 -2.5228 -3.9479
36 C -3.0646 -2.8959 -4.6242
37 C -2.9514 -3.1615 -5.9798
38 C -1.7293 -3.0590 -6.6439
39 C -0.5730 -2.6911 -5.9788
40 C -0.6769 -2.4225 -4.6218
41 N 2.2273 -0.8254 -1.8688
42 H 1.3071 4.7132 4.4115
43 H 3.1687 5.3476 3.1309
44 H 3.6673 3.7435 -0.1498
45 H 6.3316 -0.0308 -1.4184
46 H 7.6683 -0.7715 -3.3772
47 H 6.5971 -1.8189 -5.3060
48 H 4.1486 -2.2211 -5.3439
49 H 0.4309 2.5118 4.5445
50 H -2.8820 -1.0760 3.9334
51 H -5.3040 -1.5286 3.9059
52 H -6.4251 -2.2634 1.8580
53 H -5.1476 -2.4899 -0.2697
54 H -4.0113 -2.9613 -4.1118
55 H -3.8255 -3.4593 -6.5374
56 H -1.6850 -3.2747 -7.6999
57 H 0.3769 -2.6131 -6.4815
58 F -6.0771 1.6797 -0.3382
59 C -4.7611 1.6873 -0.1596
60 C -4.2246 1.8827 1.1135
61 F -5.0212 2.0884 2.1593
62 C -2.8508 1.8376 1.2920
63 F -2.3653 2.0509 2.5196
64 C -1.9719 1.6168 0.2281
65 P -0.2639 0.9415 0.5307
66 C 0.8438 2.2789 1.3176
67 C 0.1237 3.5599 1.2100
68 C 0.7424 4.7260 1.0711
69 C 2.2042 4.7756 1.2207
70 C 3.5825 3.3998 2.1560
71 C 2.9431 2.0371 2.2474
72 C 0.1957 -0.4422 2.8595
73 C -0.2804 -0.2298 4.2555
74 C -0.7091 -1.2310 5.0303
75 C -0.6874 -2.6129 4.6076
76 C -0.3507 -2.9340 3.3564
77 C -0.0345 -1.8838 2.3623
78 C -2.5291 1.4727 -1.0427
79 Br -1.3877 1.3022 -2.5306
80 C -3.9042 1.4970 -1.2408
81 F -4.4104 1.3217 -2.4592
82 H -0.9533 3.5166 1.2000
83 H 0.2009 5.6518 0.9655
84 H 2.6309 5.7104 0.8619
85 H 4.6347 3.4605 2.4014
86 H 3.6347 1.2200 2.4423
87 H -0.3509 0.7873 4.5956
88 H -1.0912 -1.0172 6.0165
89 H -0.9562 -3.3659 5.3299
90 H -0.3187 -3.9560 3.0116
91 H 0.7462 -2.2118 1.6605

## Properties
E_tot: -5783.9599 a.u.
Total charge: +1
HOMO (alpha / beta): -8.9 / -11.1 eV
HOMO-LUMO gap (alpha / beta): 0.1998 / 0.2093 hartree
LUMO level (alpha / beta): -3.45 / -5.40 eV
2S+1: 5

These are the Löwdin partial charges, in e, on atoms 1 to 4:
1. Rh 1.141
2. C -0.004
3. C -0.156
4. C -0.054